# 1
The following is a DFT calculation (ωB97M-V/def2-TZVPD) of a molecular structure, C42H66F4GaO19.

```
132
Properties=species:S:1:pos:R:3:lowdin_charge:R:1
C 2.24 -4.10 3.32 -0.09
C 1.80 -4.33 1.87 -0.50
C 2.92 -3.90 0.91 -0.09
C 0.45 -3.67 1.53 -0.19
Ga 0.06 -1.79 2.17 0.47
O 0.63 -1.40 3.91 -0.25
C -1.95 -1.48 2.13 -0.21
C -2.69 -2.49 1.24 -0.27
C -4.10 -2.05 0.81 -0.10
C -4.28 -1.49 -0.59 -0.50
O -5.15 -0.72 -0.90 0.07
O -3.40 -1.90 -1.54 0.10
C 0.80 -0.32 0.89 -0.40
F 0.11 -0.26 -0.32 -0.02
F 0.57 0.93 1.48 -0.01
C 2.26 -0.31 0.49 -0.34
F 3.06 -0.45 1.59 0.05
F 2.62 0.89 -0.10 0.02
H 2.54 -3.06 3.46 0.06
H 3.08 -4.74 3.59 0.05
H 1.40 -4.25 4.01 0.08
H 1.70 -5.41 1.73 0.11
H 2.56 -3.84 -0.12 0.07
H 3.73 -4.64 0.92 0.07
H 3.37 -2.95 1.22 0.06
H 0.38 -3.62 0.44 0.04
H -0.36 -4.34 1.85 0.06
H 0.13 -0.65 4.23 -0.05
H -2.15 -0.46 1.77 0.06
H -2.33 -1.55 3.15 0.05
H -2.79 -3.43 1.79 0.11
H -2.08 -2.73 0.36 0.08
H -4.80 -2.89 0.88 0.12
H -4.46 -1.26 1.48 0.12
H -3.00 -2.74 -1.26 0.09
H 2.48 -1.10 -0.23 0.15
O 7.33 4.18 -2.79 0.10
C 6.31 4.01 -2.19 -0.49
O 6.02 2.85 -1.56 0.03
C 4.68 2.89 -1.00 -0.14
C 4.37 4.37 -0.86 -0.15
C 5.15 4.98 -2.02 -0.08
H 4.01 2.40 -1.70 0.10
H 4.68 2.35 -0.06 0.12
H 3.30 4.58 -0.89 0.12
H 4.76 4.74 0.09 0.11
H 4.57 4.99 -2.94 0.11
H 5.52 5.98 -1.80 0.11
O 3.36 -7.21 5.23 0.13
C 4.51 -6.94 5.32 -0.49
O 5.23 -6.47 4.26 0.02
C 6.61 -6.30 4.62 -0.16
C 6.62 -6.17 6.14 -0.16
C 5.42 -7.04 6.53 -0.08
H 7.16 -7.18 4.28 0.12
H 6.99 -5.42 4.10 0.13
H 7.56 -6.47 6.59 0.11
H 6.42 -5.13 6.42 0.12
H 5.70 -8.09 6.66 0.13
H 4.90 -6.70 7.42 0.12
O 1.78 5.49 -3.42 0.11
C 1.86 4.42 -3.95 -0.48
O 2.81 3.53 -3.58 -0.01
C 2.76 2.36 -4.44 -0.13
C 1.34 2.34 -5.00 -0.15
C 1.01 3.83 -5.06 -0.07
H 3.52 2.48 -5.21 0.13
H 3.00 1.49 -3.84 0.13
H 1.26 1.83 -5.95 0.10
H 0.68 1.84 -4.29 0.13
H 1.33 4.29 -6.00 0.13
H -0.04 4.06 -4.88 0.12
O 0.19 -6.44 -0.26 0.14
C -0.34 -6.19 -1.30 -0.47
O -1.03 -5.05 -1.53 0.01
C -1.62 -5.07 -2.84 -0.16
C -0.80 -6.07 -3.64 -0.15
C -0.37 -7.06 -2.56 -0.08
H -2.66 -5.38 -2.74 0.13
H -1.59 -4.06 -3.24 0.13
H -1.35 -6.51 -4.46 0.11
H 0.08 -5.58 -4.06 0.12
H -1.11 -7.85 -2.40 0.13
H 0.60 -7.51 -2.72 0.12
O -4.19 -0.02 4.93 0.12
C -3.36 0.80 5.19 -0.49
O -2.04 0.55 5.14 0.02
C -1.28 1.68 5.60 -0.15
C -2.21 2.87 5.40 -0.15
C -3.58 2.24 5.62 -0.08
H -1.02 1.52 6.65 0.13
H -0.37 1.73 5.01 0.13
H -1.98 3.70 6.08 0.11
H -2.13 3.24 4.38 0.12
H -3.87 2.23 6.67 0.13
H -4.38 2.69 5.04 0.12
O -0.97 1.56 -6.81 0.11
C -2.11 1.89 -6.67 -0.48
O -3.02 1.09 -6.08 0.04
C -4.32 1.69 -6.11 -0.15
C -4.07 3.18 -6.26 -0.15
C -2.78 3.20 -7.07 -0.08
H -4.87 1.28 -6.95 0.13
H -4.84 1.42 -5.19 0.13
H -4.90 3.71 -6.72 0.11
H -3.89 3.63 -5.28 0.12
H -2.96 3.16 -8.15 0.13
H -2.12 4.04 -6.86 0.12
O 3.71 11.33 0.84 0.12
C 3.83 10.25 0.33 -0.49
O 4.78 9.37 0.73 0.02
C 4.77 8.21 -0.11 -0.17
C 3.39 8.17 -0.73 -0.15
C 3.04 9.65 -0.82 -0.07
H 5.56 8.33 -0.87 0.12
H 4.99 7.33 0.49 0.12
H 3.36 7.65 -1.69 0.11
H 2.70 7.67 -0.05 0.12
H 3.40 10.11 -1.74 0.13
H 1.98 9.87 -0.70 0.12
O -10.85 -3.10 -0.20 0.11
C -10.08 -2.24 0.12 -0.50
O -8.75 -2.37 -0.03 0.03
C -8.06 -1.23 0.53 -0.14
C -9.10 -0.11 0.55 -0.15
C -10.40 -0.90 0.75 -0.08
H -7.73 -1.49 1.54 0.13
H -7.19 -1.00 -0.08 0.10
H -8.91 0.63 1.31 0.11
H -9.12 0.39 -0.42 0.12
H -10.62 -1.07 1.81 0.13
H -11.27 -0.46 0.28 0.12
```

Results
**Net charge**: -1
**Max |F|**: 0.0133 Eh/bohr
**2S+1**: 1
**Gap between HOMO and LUMO**: 6.82 eV


# 2
The following is a DFT calculation (ωB97M-V/def2-TZVPD) of C19H21F3N2O3S2 in the gas phase.

```
50
Properties=species:S:1:pos:R:3:lowdin_charge:R:1
O 3.12 2.91 0.99 0.06
C 1.99 3.08 0.57 -0.52
N 0.89 2.85 1.31 0.07
H -0.02 2.91 0.88 0.11
C 0.95 2.42 2.69 -0.17
H 1.97 2.59 3.02 0.12
C 0.57 0.95 2.88 -0.23
C 1.56 0.01 2.20 -0.47
H 1.21 -0.30 1.22 0.04
H 2.54 0.47 2.11 0.07
S 1.89 -1.50 3.17 0.95
C 0.44 -2.50 3.02 -0.52
C -0.62 -2.24 2.17 -0.09
C -1.69 -3.11 2.12 -0.08
C -1.72 -4.24 2.92 -0.10
C -0.66 -4.50 3.77 -0.09
C 0.42 -3.64 3.83 -0.13
H 1.25 -3.84 4.49 0.10
H -0.67 -5.38 4.40 0.10
H -2.57 -4.91 2.88 0.10
H -2.51 -2.89 1.45 0.10
H -0.63 -1.37 1.53 0.06
H -0.44 0.77 2.49 0.10
H 0.55 0.75 3.96 0.10
H 0.27 3.05 3.28 0.12
C 1.70 3.55 -0.85 -0.09
C 1.75 2.35 -1.81 -0.20
N 1.07 1.17 -1.32 -0.12
S -0.57 1.18 -1.09 0.68
O -0.88 0.31 -0.01 -0.27
O -1.07 2.53 -1.02 -0.28
C -1.12 0.50 -2.66 -0.19
C -1.56 1.42 -3.60 -0.05
C -1.96 1.00 -4.85 -0.05
C -1.93 -0.35 -5.17 -0.05
C -1.49 -1.28 -4.23 0.01
C -1.08 -0.85 -2.97 -0.08
C -0.65 -1.89 -1.97 -0.58
F -0.40 -3.07 -2.55 0.14
F -1.59 -2.13 -1.05 0.16
F 0.48 -1.56 -1.32 0.14
H -1.47 -2.33 -4.48 0.12
H -2.24 -0.69 -6.14 0.11
H -2.30 1.72 -5.58 0.11
H -1.59 2.45 -3.31 0.11
H 1.56 0.69 -0.58 0.10
H 2.78 2.07 -2.00 0.13
H 1.27 2.62 -2.76 0.12
H 0.72 4.02 -0.89 0.10
H 2.46 4.26 -1.14 0.12
```

Results
**Net charge**: 0
**Max |F|**: 0.0155 Eh/bohr
**2S+1**: 1
**ΔE to the lowest compared entry with this formula, charge and spin**: 0.0 kJ/mol
**Gap between HOMO and LUMO**: 7.69 eV